[1]
Formula: CH2Br2O2
Source: the OMol25 dataset
Level of theory: the ωB97M-V functional and the def2-TZVPD basis

The geometry in XYZ format:
```
7
Properties=species:S:1:pos:R:3:nbo_charge:R:1
O 0.725 -0.874 -1.520 -0.536
C 0.942 -0.413 -0.476 0.716
O 0.318 -0.629 0.641 -0.689
Br 2.436 0.710 -0.177 -0.007
H -0.189 -1.540 0.636 0.516
Br -2.187 1.893 -0.001 -0.189
H -2.046 0.852 0.896 0.190
```

Properties
SMILES: O=C(O)Br.Br
HOMO: -10.7 eV
Orbital gap: 0.3973 Ha
Energy above the lowest of the compared OMol25 structures with the same formula, charge and spin: 2.4 kcal/mol
Total energy: -5337.81227 Eh

[2]
Formula: C6H3NOS
Source: the OMol25 dataset
Level of theory: the ωB97M-V functional and the def2-TZVPD basis

The geometry in XYZ format:
```
12
Properties=species:S:1:pos:R:3:nbo_charge:R:1
N 1.907 -0.256 3.246 -0.265
C 1.445 -0.265 2.175 0.251
C 0.871 -0.380 0.869 -0.315
C 1.266 -1.183 -0.167 -0.206
C 0.413 -0.946 -1.303 -0.172
C -0.474 -0.074 -1.128 -0.331
C -1.541 0.377 -2.028 0.423
O -2.237 1.378 -1.967 -0.484
S -0.517 0.576 0.490 0.511
H 2.058 -1.906 -0.156 0.246
H 0.517 -1.401 -2.497 0.234
H -1.638 -0.325 -2.682 0.108
```

Properties
SMILES: N#Cc1ccc(C=O)s1
HOMO: -10.1 eV
Orbital gap: 0.3423 Ha
Energy above the lowest of the compared OMol25 structures with the same formula, charge and spin: 5.2 kcal/mol
Total energy: -758.54104 Eh

[3]
Formula: C21H27N3O2
Source: the OMol25 dataset
Level of theory: the ωB97M-V functional and the def2-TZVPD basis

The geometry in XYZ format:
```
53
Properties=species:S:1:pos:R:3:nbo_charge:R:1
C -6.074 -0.763 1.258 -0.609
C -4.564 -0.553 1.270 -0.204
N -3.956 -1.120 0.086 -0.455
C -3.877 -2.580 0.072 -0.217
C -2.423 -2.933 -0.259 -0.411
C -1.960 -1.699 -1.023 -0.412
C -2.654 -0.569 -0.261 -0.044
C -2.813 0.705 -1.101 -0.226
N -1.537 1.342 -1.319 -0.621
C -1.208 2.510 -0.753 0.667
O -1.961 3.222 -0.122 -0.631
C 0.274 2.895 -0.966 -0.297
N 1.036 2.473 0.178 -0.289
C 1.222 3.223 1.276 0.023
C 1.967 2.512 2.198 -0.316
C 2.244 1.276 1.626 -0.198
C 1.651 1.254 0.362 -0.055
C 1.657 0.162 -0.574 0.544
O 0.988 0.110 -1.603 -0.613
C 2.547 -0.976 -0.178 -0.052
C 1.976 -2.132 0.336 -0.198
C 2.774 -3.202 0.701 -0.220
C 4.145 -3.119 0.540 -0.200
C 4.713 -1.972 0.013 -0.202
C 3.929 -0.887 -0.353 -0.018
C 4.545 0.352 -0.930 -0.640
H -6.494 -0.342 0.350 0.211
H -6.318 -1.821 1.292 0.200
H -6.526 -0.273 2.117 0.208
H -4.355 0.519 1.275 0.200
H -4.136 -0.983 2.195 0.158
H -4.551 -2.961 -0.703 0.187
H -4.186 -3.007 1.032 0.186
H -1.844 -3.045 0.660 0.195
H -2.336 -3.850 -0.837 0.215
H -2.341 -1.733 -2.045 0.201
H -0.879 -1.588 -1.056 0.223
H -2.068 -0.313 0.643 0.170
H -3.271 0.452 -2.061 0.197
H -3.452 1.425 -0.585 0.231
H -0.796 0.773 -1.717 0.433
H 0.668 2.427 -1.869 0.237
H 0.335 3.983 -1.047 0.228
H 0.815 4.213 1.344 0.224
H 2.270 2.858 3.166 0.229
H 2.798 0.471 2.067 0.234
H 0.904 -2.187 0.458 0.213
H 2.324 -4.096 1.105 0.216
H 4.775 -3.951 0.819 0.215
H 5.784 -1.917 -0.120 0.210
H 5.592 0.184 -1.171 0.219
H 4.481 1.175 -0.218 0.229
H 4.021 0.652 -1.836 0.224
```

Properties
SMILES: CCN1CCC[C@H]1CNC(=O)Cn1cccc1C(=O)c1ccccc1C
HOMO: -8.3 eV
Orbital gap: 0.3135 Ha
Energy above the lowest of the compared OMol25 structures with the same formula, charge and spin: 29.4 kcal/mol
Total energy: -1131.19144 Eh

[4]
Formula: C25H26N7O2RuS2
Source: the OMol25 dataset
Level of theory: the ωB97M-V functional and the def2-TZVPD basis

The geometry in XYZ format:
```
63
Properties=species:S:1:pos:R:3:nbo_charge:R:1
Ru 0.022 0.253 0.124 1.056
N -1.249 -1.329 0.018 -0.642
C -2.628 -0.900 -0.244 0.085
C -3.655 -1.762 -0.480 -0.154
C -4.958 -1.244 -0.675 -0.168
C -5.193 0.103 -0.624 -0.141
C -4.127 1.005 -0.380 -0.105
C -4.260 2.412 -0.325 -0.045
C -3.154 3.191 -0.099 -0.257
C -1.906 2.576 0.062 0.111
N -1.752 1.266 0.018 -0.432
C -2.843 0.475 -0.192 0.216
H -1.237 -1.815 0.922 0.453
H -0.936 -1.963 -0.718 0.438
H -3.491 -2.833 -0.512 0.252
H -5.771 -1.931 -0.863 0.263
H -6.192 0.493 -0.773 0.257
H -5.234 2.864 -0.470 0.259
H -3.220 4.269 -0.055 0.268
H -1.014 3.172 0.227 0.221
C -3.892 4.529 4.674 -0.657
C -3.092 3.327 4.284 0.105
C -3.672 2.299 3.528 -0.231
C -2.964 1.160 3.209 -0.100
C -1.644 1.052 3.660 -0.481
C -1.040 2.055 4.430 -0.125
C -1.767 3.188 4.718 -0.210
S -0.794 -0.408 3.405 2.326
O -1.633 -1.415 2.829 -0.906
O 0.110 -0.693 4.458 -0.863
N 0.263 -0.057 1.991 -0.506
C 1.591 -0.499 1.965 0.281
C 2.482 -0.840 2.962 -0.149
C 3.730 -1.311 2.548 -0.107
C 4.022 -1.417 1.200 -0.159
C 3.066 -1.035 0.252 0.099
N 1.891 -0.581 0.644 -0.478
H -4.690 4.732 3.963 0.236
H -3.264 5.412 4.776 0.246
H -4.360 4.351 5.647 0.270
H -4.708 2.386 3.224 0.240
H -3.430 0.343 2.676 0.236
H -0.037 1.929 4.816 0.250
H -1.320 3.969 5.319 0.252
H 2.215 -0.759 4.004 0.297
H 4.464 -1.605 3.288 0.277
H 4.975 -1.803 0.865 0.276
H 3.255 -1.110 -0.811 0.241
C -1.047 -2.508 -5.127 -0.597
C -1.686 -1.172 -4.730 -0.465
C -0.800 -0.381 -3.827 0.139
N -0.890 -0.356 -2.545 -0.322
N 0.099 0.414 -1.946 -0.423
C 0.929 0.963 -2.832 0.268
N 1.956 1.754 -2.514 -0.746
S 0.527 0.569 -4.453 0.499
H -1.713 -3.045 -5.799 0.256
H -0.868 -3.134 -4.252 0.210
H -0.100 -2.361 -5.648 0.222
H -2.628 -1.329 -4.204 0.247
H -1.904 -0.581 -5.622 0.254
H 2.119 2.065 -1.572 0.412
H 2.538 2.159 -3.232 0.448
```

Properties
HOMO (spin up / spin down): -17.3 / -17.3 eV
Orbital gap (spin up / spin down): 0.1794 / 0.1804 Ha
Energy above the lowest of the compared OMol25 structures with the same formula, charge and spin: 1.8 kcal/mol
Total energy: -2392.33860 Eh
Net charge: +3

[5]
Formula: C3H12NO2
Source: the OMol25 dataset
Level of theory: the ωB97M-V functional and the def2-TZVPD basis

The geometry in XYZ format:
```
18
Properties=species:S:1:pos:R:3:nbo_charge:R:1
C -0.486 2.441 -0.646 -0.626
C -1.706 1.494 -0.450 -0.259
C -2.037 -0.509 0.754 0.130
N -1.245 0.191 0.047 -0.400
H -0.792 3.460 -0.886 0.254
H 0.114 2.052 -1.490 0.229
H 0.135 2.433 0.287 0.223
H -2.178 1.165 -1.377 0.231
H -2.401 2.080 0.137 0.238
H -1.587 -1.434 1.213 0.254
H -3.050 -0.094 0.893 0.230
H -0.235 0.052 0.191 0.481
H 1.251 -1.863 1.680 0.478
H 1.905 -1.913 0.440 0.520
O 1.057 -1.531 0.788 -1.004
H 3.457 -3.397 -0.763 0.496
H 4.332 -2.168 -0.264 0.497
O 3.465 -2.459 -0.554 -0.972
```

Properties
HOMO: -15.1 eV
Orbital gap: 0.3818 Ha
Energy above the lowest of the compared OMol25 structures with the same formula, charge and spin: 31.5 kcal/mol
Total energy: -326.46295 Eh
Net charge: +1

[6]
Formula: C6H13BHfIO4P
Source: the OMol25 dataset
Level of theory: the ωB97M-V functional and the def2-TZVPD basis

The geometry in XYZ format:
```
27
Properties=species:S:1:pos:R:3:nbo_charge:R:1
C 0.168 -2.380 0.897 -0.727
C -0.844 -2.192 -0.412 0.735
O -1.960 -2.925 -0.474 -0.441
O -0.407 -1.214 -1.444 -0.480
C -1.254 -0.013 -1.335 -0.374
B -0.711 1.080 -0.233 0.483
C 0.703 1.927 -0.309 -0.824
C 1.867 1.246 -1.239 -0.415
C 2.704 0.028 -0.533 -0.624
I 3.446 0.443 1.482 1.027
P -1.840 1.471 1.305 1.079
O -0.782 1.616 2.685 -0.788
O -3.060 0.246 1.515 -0.983
H 0.512 -1.295 1.228 0.176
H -0.400 -2.962 1.739 0.324
H 1.152 -2.930 0.517 0.320
H -2.325 -0.376 -0.955 -0.020
H -1.430 0.530 -2.378 0.319
H 0.429 2.968 -0.827 0.370
H 1.025 2.194 0.784 0.268
H 1.303 0.763 -2.174 0.272
H 2.624 2.038 -1.663 0.323
H 3.668 -0.151 -1.214 0.360
H 2.137 -1.019 -0.538 0.279
H -0.201 0.801 2.648 0.512
H -2.667 -0.657 1.322 0.556
Hf -3.860 0.762 -0.393 2.274
```

Properties
HOMO: -22.5 eV
Orbital gap: 0.0865 Ha
Total energy: -1247.01100 Eh
Net charge: +4

[7]
Formula: C4H6N2OS
Source: the OMol25 dataset
Level of theory: the ωB97M-V functional and the def2-TZVPD basis

The geometry in XYZ format:
```
14
Properties=species:S:1:pos:R:3:nbo_charge:R:1
C 0.170 0.322 -0.103 0.266
C -0.542 0.649 1.222 0.559
C -1.025 -1.593 -0.163 0.053
C 0.863 1.396 -0.908 -0.670
N -0.269 -0.664 -0.769 -0.450
N -1.415 -0.347 1.386 -0.715
O -0.375 1.609 1.941 -0.598
S -0.474 -3.196 0.469 0.049
H -2.030 -1.670 -0.702 0.241
H 1.896 1.464 -0.505 0.239
H 0.263 2.401 -0.872 0.249
H 0.944 1.196 -2.029 0.238
H -2.284 -0.257 1.794 0.387
H 0.432 -2.830 1.413 0.154
```

Properties
HOMO: -9.2 eV
Orbital gap: 0.3336 Ha
Energy above the lowest of the compared OMol25 structures with the same formula, charge and spin: 84.0 kcal/mol
Total energy: -738.87077 Eh